Formula: C27H33B2F4N2O3S3Tc
Source: the OMol25 dataset
Level of theory: ωB97M-V/def2-TZVPD

Each line ends with the Löwdin charge.
Geometry (Å):
Tc  -0.01762  0.22044  0.01008  1.7040
S  -1.23292  3.78695  3.52061  1.1191
S  -2.69091  2.81523  -0.45332  1.1116
S  -1.68149  0.20176  4.37789  1.0869
F  1.17964  0.15068  -1.57638  -0.3915
F  2.17613  1.49131  -3.51470  0.2897
F  0.24051  2.26345  -2.54957  0.2086
F  0.17992  0.39551  -3.84286  0.2173
O  2.28436  -0.47972  2.09713  0.1803
O  -1.00455  0.48461  1.50609  -0.3388
O  2.85212  1.15019  0.55313  0.1650
N  -1.31133  -0.50010  -1.48880  -0.0791
N  -0.99936  -1.90508  -1.57225  -0.0238
C  -1.93191  1.57859  1.95973  -0.4927
C  7.70562  0.96698  4.83795  -0.0669
C  5.03411  1.75640  1.61993  0.0390
C  6.45090  0.09621  4.81124  -0.5617
C  4.32585  -0.25450  3.50084  0.0718
C  -3.82850  1.39035  3.66902  -0.1139
C  3.86620  1.04792  1.52273  -0.1735
C  5.53019  0.45145  3.63984  -0.1495
C  -3.28058  -2.78520  -1.55254  -0.0328
C  -4.51793  1.05370  -0.72565  -0.1735
C  -4.07015  0.87748  4.97146  -0.1540
C  -2.25481  -2.06926  -3.73379  -0.0333
C  -2.99226  0.20837  5.46529  -0.3867
C  5.85521  1.43632  2.70443  -0.0028
C  0.00801  4.82315  2.99753  -0.3773
C  -1.36230  -4.07034  -2.50698  -0.0333
C  -1.99476  -2.68999  -2.36510  -0.6202
C  5.69647  0.29417  6.13054  -0.0441
C  6.87579  -1.37086  4.67907  -0.0424
C  -0.06423  3.24318  1.32696  -0.1668
C  -2.89542  1.67782  0.81136  -0.4889
C  3.53079  0.07628  2.43683  -0.1599
C  -3.90779  0.79773  0.52967  -0.1231
C  -3.94809  2.12078  -1.36232  -0.3839
C  -2.57319  1.09714  3.21997  -0.5400
C  0.55388  4.42224  1.81304  -0.1452
C  -1.05150  2.78168  2.15349  -0.5085
B  0.91618  1.31498  -3.20522  -0.9911
B  1.95159  0.21703  0.97626  -0.5433
H  4.81325  -0.34185  6.19696  0.0771
H  -3.08490  -3.18985  -0.56023  0.0940
H  -3.78333  -1.81875  -1.44749  0.0617
H  -2.90476  -0.29856  6.41173  0.0747
H  -1.23159  -0.01590  -2.38895  0.0923
H  -2.80557  -1.12779  -3.66545  0.0820
H  5.31024  2.51241  0.89988  0.1288
H  8.31514  0.69216  5.69914  0.0896
H  -0.10075  -1.93276  -2.05415  0.1140
H  5.37409  1.32976  6.24914  0.0927
H  -2.27237  -0.39025  -1.15003  0.0840
H  -2.86186  -2.74316  -4.33602  0.0974
H  -0.42536  -4.02289  -3.06539  0.0916
H  8.31924  0.83023  3.94635  0.0892
H  -4.20728  0.00902  1.20509  0.1313
H  -4.99962  0.99416  5.50596  0.1102
H  1.35767  4.93861  1.31381  0.1142
H  6.02034  -2.04535  4.72919  0.0788
H  0.28383  5.67952  3.58985  0.0769
H  -4.23404  2.55652  -2.30553  0.0784
H  6.78214  1.97911  2.80733  0.1043
H  -1.16025  -4.50392  -1.52850  0.0914
H  -1.32405  -1.88419  -4.27346  0.0893
H  -4.54392  1.96691  3.10092  0.1267
H  0.23098  2.78815  0.38522  0.0801
H  7.55580  -1.64412  5.48731  0.0895
H  -5.35399  0.49833  -1.12268  0.1123
H  -3.98889  -3.43923  -2.05997  0.0980
H  -2.03433  -4.73407  -3.04898  0.0957
H  7.46503  2.02712  4.93030  0.0889
H  6.34501  0.04358  6.97108  0.0891
H  7.38843  -1.54832  3.73257  0.0936
H  4.03176  -1.02826  4.19415  0.1310

## Properties
- orbital gap (spin up / spin down) (hartree) = 0.2139 / 0.2309
- spin multiplicity = 4
- energy relative to the best compared isomer or geometry (same formula, charge and spin) (kJ/mol) = 134.7
- net charge = +1
- <S²> = 3.807
- DFT total energy (Eh) = -3108.397155